Entry from OMol25: a 6-piece molecular cluster, CH14NO6 overall in a non-equilibrium geometry (wB97M-V/def2-TZVPD).

max |F| = 1.7 eV Å⁻¹
frontier orbital gap = 8.83 eV

```
! RIJCOSX wB97M-V def2-TZVPD def2/J DEFGRID3
* xyz -1 1
O 0.36760 -0.11685 -0.31827
O -3.07373 -1.13523 1.43709
O -0.87893 2.28032 0.57341
O 0.30488 0.07989 2.31633
O 2.83563 0.43793 1.57981
O -1.12041 -2.17370 -0.82134
N 0.10306 0.66260 -2.55161
C 1.02611 0.19310 -1.46636
H -0.69827 -2.65400 -1.54537
H -2.26673 -0.70475 1.75697
H 0.10326 0.19693 1.35365
H -0.23650 1.55665 -2.21239
H -0.96602 1.55804 1.17681
H 2.16582 1.05971 1.85925
H 2.51497 0.05379 0.76063
H 1.60221 -0.67566 -1.88198
H -0.61384 -0.04031 -2.69151
H -0.49007 -1.41242 -0.55695
H 0.99849 -0.57676 2.22750
H -0.63135 1.90073 -0.28198
H -2.82088 -1.50111 0.57792
H 1.77470 1.01110 -1.29162
*
```